Density functional theory data (the ωB97M-V functional and the def2-TZVPD basis) for the molecule C4H9NO.

Geometry as XYZ:
```
15
Properties=species:S:1:pos:R:3:forces:R:3
C -0.902 -1.218 0.972 0.0 -0.1 0.1
C -0.237 -0.258 -0.015 -0.2 0.1 0.1
C -1.110 1.015 -0.121 0.1 0.1 0.1
C 1.247 -0.082 0.395 -0.5 0.0 -0.2
O 1.704 -0.650 1.372 0.0 0.4 -0.4
N 2.042 0.645 -0.457 0.1 -0.1 0.3
H -0.936 -0.775 1.971 0.0 0.0 -0.1
H -0.338 -2.148 1.053 -0.1 0.1 0.0
H -1.928 -1.446 0.662 0.2 0.1 0.0
H -0.202 -0.743 -0.997 0.0 0.1 0.0
H -0.809 1.753 -0.875 0.2 -0.2 0.1
H -2.152 0.745 -0.348 0.4 -0.1 0.0
H -1.143 1.523 0.848 0.1 0.0 -0.1
H 1.723 1.233 -1.212 -0.2 -0.3 0.3
H 3.022 0.669 -0.213 -0.1 0.1 -0.1
```
Positions in Å, forces in eV/Å.

Summary:
- energy relative to the best compared isomer or geometry (same formula, charge and spin) (kcal/mol) = 3.4
- frontier orbital gap (hartree) = 0.3914
- largest force on an atom (eV/A) = 0.61
- lowest unoccupied orbital energy (eV) = 0.888

Charges obtained by Löwdin population analysis, quoted in units of e: -0.089, -0.342, -0.075, -0.505, 0.047, 0.154, 0.086, 0.079, 0.079, 0.135, 0.067, 0.077, 0.083, 0.098, 0.104